Entry P
C2H4S3 in the gas phase. Source: OMol25; level of theory: ωB97M-V/def2-TZVPD.

Structure (XYZ):
```
9
Properties=species:S:1:pos:R:3
S -1.26 -1.17 -0.95
S 0.93 -2.23 0.80
S 0.75 0.36 0.80
C -0.01 1.73 -0.24
C 0.05 -0.99 0.08
H -1.21 1.46 -0.02
H 1.76 -1.57 1.64
H 0.40 1.58 -1.19
H 0.37 2.48 0.47
```

Summary:
- Highest occupied orbital energy: -8.9 eV
- Gap between HOMO and LUMO: 8.565 eV

---

Entry Q
A molecular structure, C2H4S3. Source: OMol25; level of theory: ωB97M-V/def2-TZVPD.

Structure (XYZ):
```
9
Properties=species:S:1:pos:R:3
S -1.32 -1.41 -1.00
S 1.80 -1.11 0.05
S -0.72 -0.10 1.75
C -0.38 -0.45 0.10
C -0.44 0.98 0.29
H 0.39 1.67 0.55
H -0.45 -1.24 -2.17
H -1.25 1.66 0.17
H 2.38 0.00 0.25
```

Summary:
- Highest occupied orbital energy: -8.7 eV
- Gap between HOMO and LUMO: 8.406 eV

---

Entry R
2 unconnected molecules or ions with the total composition C2H4S3. Source: OMol25; level of theory: ωB97M-V/def2-TZVPD.

Structure (XYZ):
```
9
Properties=species:S:1:pos:R:3
S 1.61 2.31 -0.07
S 0.06 -0.94 -1.20
S 1.46 0.66 2.64
C -0.13 0.78 1.74
C 1.04 1.37 1.11
H -0.52 -0.10 1.19
H 0.40 -2.16 -1.70
H -0.76 1.49 2.12
H 0.70 -0.42 -2.28
```

Summary:
- Highest occupied orbital energy: -8.7 eV
- Structure (SMILES): S=C1CS1.S
- Gap between HOMO and LUMO: 8.433 eV

---

Of them, the most stable is entry P and the least stable is entry Q.

---

Entry P
A molecular structure, C2H7NO3. Source: OMol25; level of theory: ωB97M-V/def2-TZVPD.

Structure (XYZ):
```
13
Properties=species:S:1:pos:R:3
O -2.56 -0.85 0.28
O -1.43 1.02 -0.20
O 0.80 1.83 -0.23
N 0.99 -0.63 -0.21
C -0.25 -1.00 0.57
C -1.55 -0.19 0.16
H 1.06 0.61 -0.27
H 0.91 2.34 -1.04
H -0.07 -0.72 1.61
H 1.05 -1.17 -1.07
H -0.49 -2.01 0.27
H 1.82 -0.77 0.33
H -0.30 1.54 -0.18
```

Summary:
- Highest occupied orbital energy: -9.3 eV
- Gap between HOMO and LUMO: 9.507 eV

---

Entry Q
2 unconnected molecules or ions with the total composition C2H7NO3. Source: OMol25; level of theory: ωB97M-V/def2-TZVPD.

Structure (XYZ):
```
13
Properties=species:S:1:pos:R:3
O -3.45 0.40 0.06
O -1.08 0.32 0.84
O -0.25 -0.38 -1.32
N 1.02 -0.15 0.51
C -0.38 -0.35 -0.12
C 2.15 -0.47 -0.34
H 0.97 0.46 1.31
H 1.68 -1.15 -1.08
H -3.60 0.52 1.01
H -2.13 0.39 0.48
H -0.26 0.94 -0.22
H 2.21 0.26 -1.17
H 3.10 -0.80 0.06
```

Summary:
- Highest occupied orbital energy: -8.4 eV
- Gap between HOMO and LUMO: 6.735 eV

---

Entry R
2 unconnected molecules or ions with the total composition C2H7NO3. Source: OMol25; level of theory: ωB97M-V/def2-TZVPD.

Structure (XYZ):
```
13
Properties=species:S:1:pos:R:3
O 2.15 0.63 1.09
O 0.04 0.28 0.37
O -1.46 -6.41 -0.93
N 0.88 2.35 0.37
C -0.33 2.85 -0.28
C 1.11 1.06 0.65
H -0.99 -6.53 -0.10
H -1.17 -5.59 -1.35
H -1.19 2.64 0.35
H 1.64 2.99 0.53
H 0.02 -0.47 0.97
H -0.51 2.28 -1.19
H -0.19 3.90 -0.49
```

Summary:
- Highest occupied orbital energy: -9.9 eV
- Structure (SMILES): CNC(=O)O.O
- Gap between HOMO and LUMO: 10.366 eV

---

Entry S
2 unconnected molecules or ions with the total composition C2H7NO3. Source: OMol25; level of theory: ωB97M-V/def2-TZVPD.

Structure (XYZ):
```
13
Properties=species:S:1:pos:R:3
O 1.81 1.00 -0.23
O 1.86 -0.95 0.92
O -0.90 -0.31 1.03
N -1.40 0.77 -1.11
C -1.15 -0.43 -0.45
C 2.42 0.13 0.30
H -0.73 1.48 -0.88
H 0.93 -0.71 1.15
H -0.21 -0.86 -0.82
H -2.35 1.08 -1.13
H -1.98 -1.13 -0.54
H -1.79 -0.07 1.33
H 3.49 -0.01 0.43
```

Summary:
- Highest occupied orbital energy: -9.8 eV
- Structure (SMILES): O=CO.NCO
- Gap between HOMO and LUMO: 10.550 eV

---

Of them, the most stable is entry R and the least stable is entry Q.

---

Entry P
2 unconnected molecules or ions with the total composition C4H8O. Source: OMol25; level of theory: ωB97M-V/def2-TZVPD.

Structure (XYZ):
```
13
Properties=species:S:1:pos:R:3
O 2.17 1.60 -0.55
C -0.18 -1.02 0.07
C -1.22 -0.45 0.15
C -2.46 0.32 0.28
C 1.21 -1.43 0.01
H -3.26 -0.09 -0.26
H -2.25 1.31 -0.14
H 1.89 -0.78 -0.55
H 1.72 2.25 -1.07
H 1.60 -1.65 1.05
H 2.21 1.99 0.32
H 1.25 -2.38 -0.62
H -2.68 0.33 1.32
```

Summary:
- Highest occupied orbital energy: -9.2 eV
- Structure (SMILES): CC#CC.O
- Gap between HOMO and LUMO: 9.943 eV

---

Entry Q
C4H8O in the gas phase. Source: OMol25; level of theory: ωB97M-V/def2-TZVPD.

Structure (XYZ):
```
13
Properties=species:S:1:pos:R:3
O -0.21 1.37 0.17
C -1.33 0.57 0.58
C 0.36 0.26 -0.56
C 1.62 -0.25 0.11
C -0.91 -0.58 -0.35
H 2.38 0.54 0.13
H -1.28 0.33 1.65
H 0.56 0.55 -1.61
H -2.28 1.06 0.37
H -1.54 -0.67 -1.24
H -0.77 -1.56 0.11
H 1.40 -0.55 1.14
H 2.03 -1.11 -0.43
```

Summary:
- Highest occupied orbital energy: -9.6 eV
- Structure (SMILES): C[C@H]1CCO1
- Gap between HOMO and LUMO: 10.725 eV

---

Of them, the most stable is entry Q and the least stable is entry P.